No. 1
Formula: C2H4FNO3
Source: OMol25
Level of theory: wB97M-V/def2-TZVPD

Properties
total energy = -12483.8173 eV
E_HOMO = -0.3235 Eh
Kohn-Sham gap = 9.642 eV
ΔE to the lowest compared entry with this formula, charge and spin = 2.525 eV
LUMO level = 0.8 eV
structure (SMILES) = [O-]/[N+](=C/F)OCO

Cartesian coordinates (Å):
O: -0.381 1.352 0.616
N: -0.923 0.371 0.095
C: -2.250 0.230 0.084
F: -2.807 -0.807 -0.529
O: -0.001 -0.603 -0.440
C: 1.627 -0.483 -0.419
O: 2.079 -0.450 0.837
H: -2.876 1.027 0.427
H: 1.825 0.398 -1.031
H: 1.838 -1.433 -0.898
H: 1.870 0.400 1.257

No. 2
Formula: C2H2Br2S2
Source: OMol25
Level of theory: wB97M-V/def2-TZVPD

Properties
total energy = -163857.3124 eV
E_HOMO (alpha / beta) = -0.2870 / -0.2819 Eh
Kohn-Sham gap (alpha / beta) = 6.762 / 6.612 eV
ΔE to the lowest compared entry with this formula, charge and spin = 3.969 eV
LUMO level (alpha / beta) = -1.0 / -1.1 eV

Cartesian coordinates (Å):
C: 1.860 -0.404 0.226
C: -1.811 0.194 -0.139
S: 2.849 0.319 -0.838
S: -0.329 -0.023 0.764
Br: 2.079 -1.983 1.091
Br: -2.031 1.365 -1.521
H: -2.251 -0.813 -0.319
H: -0.367 1.345 0.735

No. 3
Formula: C23H29N3S
Source: OMol25
Level of theory: wB97M-V/def2-TZVPD

Properties
total energy = -39628.3374 eV
E_HOMO = -0.2929 Eh
Kohn-Sham gap = 8.459 eV
ΔE to the lowest compared entry with this formula, charge and spin = 0.141 eV
LUMO level = 0.5 eV
structure (SMILES) = S=C(NCCc1ccccc1)N[C@@H]1C[C@H]2CC[C@@H](C1)N2Cc1ccccc1

Cartesian coordinates (Å):
S: -0.650 -1.316 0.426
C: -1.441 -0.001 1.054
N: -2.622 -0.236 1.687
C: -3.644 0.739 1.988
C: -4.310 1.317 0.722
C: -4.913 0.208 -0.095
C: -6.191 -0.258 0.184
C: -6.725 -1.315 -0.531
C: -5.983 -1.924 -1.529
C: -4.707 -1.467 -1.812
C: -4.177 -0.406 -1.100
N: -0.998 1.268 1.004
C: 0.271 1.745 0.463
C: 0.356 1.510 -1.049
C: 1.777 1.811 -1.561
C: 2.241 3.218 -1.151
C: 2.927 2.992 0.210
C: 2.781 1.480 0.445
C: 1.478 1.144 1.191
N: 2.775 0.985 -0.917
C: 2.706 -0.448 -1.122
C: 3.904 -1.113 -0.502
C: 3.753 -2.177 0.376
C: 4.862 -2.778 0.947
C: 6.132 -2.316 0.650
C: 6.290 -1.251 -0.221
C: 5.183 -0.655 -0.795
H: -2.943 -1.185 1.558
H: -4.398 0.232 2.594
H: -3.221 1.548 2.594
H: -3.562 1.847 0.130
H: -5.079 2.027 1.030
H: -6.773 0.214 0.964
H: -7.722 -1.666 -0.307
H: -6.398 -2.751 -2.084
H: -4.121 -1.938 -2.586
H: -3.179 -0.056 -1.326
H: -1.534 1.946 1.522
H: 0.261 2.825 0.642
H: -0.369 2.146 -1.563
H: 0.112 0.472 -1.269
H: 1.808 1.662 -2.644
H: 1.410 3.919 -1.095
H: 2.954 3.599 -1.880
H: 2.476 3.574 1.012
H: 3.982 3.255 0.154
H: 3.628 1.060 0.994
H: 1.371 0.061 1.243
H: 1.522 1.527 2.213
H: 2.724 -0.609 -2.207
H: 1.790 -0.913 -0.731
H: 2.762 -2.537 0.613
H: 4.733 -3.607 1.628
H: 6.998 -2.784 1.097
H: 7.281 -0.887 -0.455
H: 5.295 0.180 -1.471

No. 4
Formula: C4H4FN
Source: OMol25
Level of theory: wB97M-V/def2-TZVPD

Properties
total energy = -8414.1460 eV
E_HOMO (alpha / beta) = -0.2105 / -0.3802 Eh
Kohn-Sham gap (alpha / beta) = 6.683 / 8.232 eV
2S+1 = 3
⟨S²⟩ = 2.01
ΔE to the lowest compared entry with this formula, charge and spin = 0.534 eV
LUMO level (alpha / beta) = 1.0 / -2.1 eV

Cartesian coordinates (Å):
C: -0.907 -1.269 -0.031
C: 0.429 0.081 -0.039
C: 1.610 0.784 -0.005
C: -1.113 0.256 -0.040
N: 0.373 -1.299 0.108
F: 2.758 0.133 -0.019
H: -1.663 -2.124 0.005
H: 1.557 1.841 0.016
H: -1.443 0.951 -0.887
H: -1.601 0.646 0.892

- Which value of total energy does entry 3 give?
  -39628.3374 eV

Please write out number 3 again, unchanged.
Formula: C23H29N3S
Source: OMol25
Level of theory: wB97M-V/def2-TZVPD

Properties
total energy = -39628.3374 eV
E_HOMO = -0.2929 Eh
Kohn-Sham gap = 8.459 eV
ΔE to the lowest compared entry with this formula, charge and spin = 0.141 eV
LUMO level = 0.5 eV
structure (SMILES) = S=C(NCCc1ccccc1)N[C@@H]1C[C@H]2CC[C@@H](C1)N2Cc1ccccc1

Cartesian coordinates (Å):
S: -0.650 -1.316 0.426
C: -1.441 -0.001 1.054
N: -2.622 -0.236 1.687
C: -3.644 0.739 1.988
C: -4.310 1.317 0.722
C: -4.913 0.208 -0.095
C: -6.191 -0.258 0.184
C: -6.725 -1.315 -0.531
C: -5.983 -1.924 -1.529
C: -4.707 -1.467 -1.812
C: -4.177 -0.406 -1.100
N: -0.998 1.268 1.004
C: 0.271 1.745 0.463
C: 0.356 1.510 -1.049
C: 1.777 1.811 -1.561
C: 2.241 3.218 -1.151
C: 2.927 2.992 0.210
C: 2.781 1.480 0.445
C: 1.478 1.144 1.191
N: 2.775 0.985 -0.917
C: 2.706 -0.448 -1.122
C: 3.904 -1.113 -0.502
C: 3.753 -2.177 0.376
C: 4.862 -2.778 0.947
C: 6.132 -2.316 0.650
C: 6.290 -1.251 -0.221
C: 5.183 -0.655 -0.795
H: -2.943 -1.185 1.558
H: -4.398 0.232 2.594
H: -3.221 1.548 2.594
H: -3.562 1.847 0.130
H: -5.079 2.027 1.030
H: -6.773 0.214 0.964
H: -7.722 -1.666 -0.307
H: -6.398 -2.751 -2.084
H: -4.121 -1.938 -2.586
H: -3.179 -0.056 -1.326
H: -1.534 1.946 1.522
H: 0.261 2.825 0.642
H: -0.369 2.146 -1.563
H: 0.112 0.472 -1.269
H: 1.808 1.662 -2.644
H: 1.410 3.919 -1.095
H: 2.954 3.599 -1.880
H: 2.476 3.574 1.012
H: 3.982 3.255 0.154
H: 3.628 1.060 0.994
H: 1.371 0.061 1.243
H: 1.522 1.527 2.213
H: 2.724 -0.609 -2.207
H: 1.790 -0.913 -0.731
H: 2.762 -2.537 0.613
H: 4.733 -3.607 1.628
H: 6.998 -2.784 1.097
H: 7.281 -0.887 -0.455
H: 5.295 0.180 -1.471

- Which of these has the highest total energy?
  C4H4FN

- The lowest total energy belongs to which entry?
  C2H2Br2S2